Entry from OMol25: a molecular structure, C8H17F4N3 (ωB97M-V/def2-TZVPD).

Geometry as ORCA input:
```
! wB97M-V def2-TZVPD RIJCOSX def2/J DEFGRID3
* xyz 2 1
C -0.00182 0.42310 0.57763
C -1.14766 -1.29245 1.79605
C -1.52085 -1.11992 -0.57623
C -2.47353 0.59120 0.76583
C 1.10470 0.26700 -1.58199
C 2.32701 0.80434 0.56696
C 0.57092 1.57892 -2.32085
C 2.88923 -0.54331 1.13798
N -0.26620 1.44135 2.22041
N 1.06642 0.37305 -0.11323
N -1.25859 -0.29297 0.61160
F -0.79227 1.79520 -2.30878
F 2.05744 -1.21321 2.01320
F 0.64431 1.10591 3.10749
F 0.14660 2.69810 1.82906
H -0.48700 -2.16658 1.48247
H -0.61901 -0.85058 2.67751
H -2.01705 -1.85645 1.90744
H -1.80268 -0.66034 -1.54266
H -0.58212 -1.61736 -0.74124
H -2.23666 -1.84373 -0.29544
H -2.68385 0.53947 1.84135
H -2.43699 1.63999 0.39376
H -3.30714 0.17144 0.25273
H 0.49879 -0.52797 -1.80195
H 2.14019 0.18038 -1.79449
H 2.25985 1.62725 1.34958
H 3.08250 1.08368 -0.14998
H 0.82900 1.58821 -3.36306
H 1.10298 2.34595 -1.76401
H 3.79260 -0.23467 1.66503
H 3.24916 -1.22533 0.32353
*
```

Computed properties:
HOMO level (alpha / beta), eV: -18.9 / -18.9
Lowest unoccupied orbital energy (alpha / beta), hartree: -0.3473 / -0.3474
Frontier orbital gap (alpha / beta), hartree: 0.349 / 0.349

Entry from OMol25: a molecular structure, C8H17MnN4O2S2Te (ωB97M-V/def2-TZVPD).

Geometry as ORCA input:
```
! wB97M-V def2-TZVPD RIJCOSX def2/J DEFGRID3
* xyz -1 6
Mn -0.26498 -0.59980 0.36242
C 1.93294 1.53268 2.12047
C 2.26979 0.06399 1.96912
O 1.93952 -0.44994 0.66814
C 2.79244 0.01410 -0.38593
C 2.58576 -0.87215 -1.59173
H 2.18982 1.85634 3.13117
H 0.85894 1.68008 1.99209
H 2.47064 2.15990 1.40813
H 1.67353 -0.52822 2.66338
H 3.33656 -0.12464 2.13762
H 3.82753 -0.04648 -0.02854
H 2.55740 1.05231 -0.62701
H 2.79946 -1.91415 -1.35471
H 3.23431 -0.54025 -2.40451
H 1.55348 -0.81094 -1.93930
Te -1.48443 -1.06568 2.60155
O 0.97202 2.44050 -1.80096
S -0.29863 1.74528 -2.06589
N -0.70732 0.57952 -1.27331
C 2.58786 -5.47521 -0.01368
C 1.12409 -5.81731 0.23392
C 0.20880 -4.68449 -0.10901
N 0.61252 -3.55813 -0.57967
N -0.40504 -2.65625 -0.75006
C -1.57657 -3.13413 -0.43951
N -2.75414 -2.43127 -0.51713
S -1.51127 -4.75949 0.12771
H 3.22172 -6.32072 0.25515
H 2.88413 -4.60954 0.57698
H 2.75609 -5.22768 -1.06120
H 0.97040 -6.07219 1.28590
H 0.83740 -6.70110 -0.34285
H -2.57963 -1.52982 -0.95613
H -3.08445 -2.23722 0.43819
*
```

Computed properties:
HOMO level (alpha / beta), eV: -2.6 / -2.8
Lowest unoccupied orbital energy (alpha / beta), hartree: 0.0938 / 0.0936
Frontier orbital gap (alpha / beta), hartree: 0.190 / 0.196
⟨S²⟩: 8.765

Entry from OMol25: 2 unconnected molecules or ions with the total composition C8H17N (ωB97M-V/def2-TZVPD).

Geometry as ORCA input:
```
! wB97M-V def2-TZVPD RIJCOSX def2/J DEFGRID3
* xyz 0 1
C 0.05789 -0.76890 0.82402
C -0.52495 -0.17124 -0.31076
C -1.33580 1.08134 -0.16569
C -2.48029 0.28726 0.37324
C 1.77135 0.21486 -0.40731
C 0.10436 -0.09674 2.16875
C -0.62801 -0.88029 -1.63658
C 1.81095 1.55151 -1.10227
N 0.37144 -2.08864 0.84638
H 0.12834 -2.69591 0.08289
H 0.90448 -2.46097 1.61379
H -0.91327 1.81968 0.51722
H -1.51130 1.55455 -1.13330
H -2.69835 0.31836 1.43018
H -3.28349 -0.00780 -0.28572
H 2.33694 0.20041 0.52292
H 2.05058 -0.63337 -1.02824
H 0.97540 -0.44342 2.72930
H 0.16045 0.98271 2.06876
H -0.78940 -0.34745 2.73986
H -0.00244 -1.76974 -1.71209
H -0.31999 -0.20344 -2.43588
H -1.66088 -1.17688 -1.82395
H 1.44301 2.35053 -0.45551
H 1.20318 1.55582 -2.00976
H 2.82982 1.82773 -1.41028
*
```

Computed properties:
HOMO level (alpha / beta), eV: -5.9 / -5.5
Lowest unoccupied orbital energy (alpha / beta), hartree: 0.0322 / 0.0316
Frontier orbital gap (alpha / beta), hartree: 0.248 / 0.233

Entry from OMol25: a molecular structure, C8H17N (ωB97M-V/def2-TZVPD).

Geometry as ORCA input:
```
! wB97M-V def2-TZVPD RIJCOSX def2/J DEFGRID3
* xyz 0 1
C 1.17076 1.06203 -0.50226
C 1.63569 2.16230 0.41213
C -0.04884 1.17050 -1.20869
C 2.17796 0.01093 -0.85603
H 0.41967 0.12833 0.69460
H 0.80112 2.75620 0.78649
H 2.18927 1.76723 1.26828
H 2.41008 -0.62639 0.01062
H -0.11667 0.66327 -2.16940
H -0.88830 0.48467 -0.52093
H -0.55320 2.13450 -1.19000
H 2.31597 2.83696 -0.12355
H 1.82582 -0.63946 -1.65814
H 3.12307 0.46554 -1.17265
C -2.10546 -1.49564 -0.63089
C -1.74631 -0.32860 0.27080
C -0.22063 -0.60129 1.29622
C 0.20849 -1.90442 1.30582
N -2.59790 0.37225 0.92088
H -3.55401 0.02340 0.80880
H -0.52398 -0.17050 2.24462
H -2.80316 -1.14830 -1.39663
H -1.22960 -1.91746 -1.12573
H -2.58752 -2.29151 -0.05982
H 0.55656 -2.39212 0.40314
H 0.14115 -2.52242 2.19231
*
```

Computed properties:
HOMO level (alpha / beta), eV: -7.0 / -7.0
Lowest unoccupied orbital energy (alpha / beta), hartree: 0.0056 / 0.0057
Frontier orbital gap (alpha / beta), hartree: 0.264 / 0.264

The following strongest force on any atom values (in eV/Å) correspond, in order, to the records above: 4.06; 0.19; 1.76; 0.49.
The following energy above the lowest of the compared OMol25 structures with the same formula, charge and spin values (in kJ/mol) correspond, in order, to the records above: 268.4; 0.0; 429.7; 492.5.